A) # C9H14N2

C9H14N2 in the gas phase (ωB97M-V/def2-TZVPD, OMol25).

Summary:
E_HOMO ... -7.79 eV
SMILES string ... Cn1cnc2c1CC(C)(C)C2

Geometry (Å):
C 2.76 -0.83 -0.08
C 0.71 -1.15 0.19
C 0.89 0.22 0.16
C -0.69 -1.55 0.47
C -0.44 0.96 0.28
C -1.40 -0.26 0.08
C -1.66 -0.37 -1.44
C -2.66 -0.04 0.85
C 2.84 1.72 -0.03
N 1.87 -1.75 0.08
N 2.17 0.44 -0.01
H 3.86 -1.05 -0.09
H -1.23 -2.48 0.10
H -0.75 -1.64 1.54
H -0.45 1.68 1.22
H -0.58 1.70 -0.57
H -2.03 0.44 -2.04
H -2.42 -1.20 -1.44
H -0.86 -0.80 -1.82
H -3.17 0.73 0.22
H -2.60 0.15 1.90
H -3.09 -1.06 0.82
H 2.02 2.42 -0.26
H 3.46 1.97 0.78
H 3.47 1.77 -0.92

***

B) # C9H14N2

C9H14N2 in the gas phase (ωB97M-V/def2-TZVPD, OMol25).

Summary:
E_HOMO ... -8.82 eV
SMILES string ... C=C(C)CCc1cnn(C)c1

Geometry (Å):
C -0.79 -1.75 -1.67
C -0.16 -0.47 -1.37
C -1.22 0.38 -1.40
C 1.26 -0.09 -1.00
C 1.88 -0.75 0.23
C 1.32 -0.14 1.43
C 0.09 -0.23 1.92
C 2.22 0.94 2.23
C -3.68 0.14 -1.85
N -2.11 -1.55 -1.83
N -2.30 -0.26 -1.75
H -0.47 -2.77 -1.66
H 1.95 -0.27 -1.79
H 1.27 1.06 -0.93
H 1.62 -1.83 0.20
H 2.94 -0.80 0.16
H 0.00 0.32 2.86
H -0.80 -0.60 1.45
H -1.19 1.48 -1.18
H 1.94 2.03 2.07
H 3.32 0.93 2.12
H 1.93 0.80 3.27
H -4.08 0.92 -1.16
H -3.96 0.66 -2.75
H -4.22 -0.72 -1.62

***

Quick one: most stable of them? A)

***

A) # C4H10N2

C4H10N2 in the gas phase (ωB97M-V/def2-TZVPD, OMol25).

Summary:
E_HOMO ... -7.80 eV
SMILES string ... CC/C(N)=C/N

Geometry (Å):
C 0.75 1.00 -1.92
C -0.23 -0.07 -1.49
C -0.44 -0.15 0.10
C 0.54 -0.81 0.66
N 0.62 -1.08 2.10
N -1.31 0.79 0.60
H 1.17 1.37 -0.98
H 0.32 1.73 -2.59
H 1.57 0.46 -2.44
H 0.10 -1.09 -1.67
H -1.14 0.08 -2.08
H 1.24 -1.42 0.13
H 1.27 -0.40 2.50
H -0.24 -0.97 2.59
H -1.71 0.61 1.56
H -1.43 1.65 0.09

***

B) # C4H10N2

2 unconnected molecules or ions with the total composition C4H10N2 (ωB97M-V/def2-TZVPD, OMol25).

Summary:
E_HOMO ... -8.63 eV
SMILES string ... [H]/N=C/N.C=CC

Geometry (Å):
C -1.35 1.16 -0.31
C -1.91 -0.30 -0.51
C -1.65 -1.40 0.27
H -0.93 1.74 -1.15
H -0.63 1.22 0.58
H -2.20 1.85 -0.05
H -2.68 -0.38 -1.18
H -1.99 -2.36 -0.02
H -1.33 -1.41 1.22
N 2.63 -0.59 -0.62
C 1.71 0.03 0.20
N 2.01 1.14 0.81
H 3.55 -0.10 -0.58
H 2.37 -1.58 -0.75
H 0.72 -0.49 0.40
H 1.70 1.47 1.70

***

C) # C4H10N2

2 unconnected molecules or ions with the total composition C4H10N2 (ωB97M-V/def2-TZVPD, OMol25).

Summary:
E_HOMO ... -8.81 eV
SMILES string ... [H]/N=C/N.C=CC

Geometry (Å):
C -2.01 0.70 -1.12
C -1.83 1.25 0.26
C -1.05 2.32 0.58
H -2.88 0.17 -1.20
H -1.84 1.49 -1.77
H -1.04 0.08 -1.27
H -1.92 0.55 1.02
H -1.38 2.95 1.28
H -0.40 2.89 -0.18
N 1.32 -0.81 1.06
C 1.55 -1.16 -0.25
N 1.96 -2.42 -0.39
H 0.84 -1.45 1.73
H 1.66 0.24 1.19
H 1.85 -0.42 -0.93
H 2.16 -2.52 -1.34

***

D) # C4H10N2

C4H10N2 in the gas phase (ωB97M-V/def2-TZVPD, OMol25).

Summary:
E_HOMO ... -8.10 eV
SMILES string ... CC[C@@H]1CN1N

Geometry (Å):
C -1.11 0.93 -0.45
C -0.09 0.07 0.19
C 0.29 -2.36 -0.22
C 0.82 -0.94 -0.53
N 0.16 1.61 -0.05
N -0.06 2.38 1.12
H -1.27 1.09 -1.58
H -2.07 1.28 -0.05
H -0.39 -0.14 1.19
H -0.80 -2.33 0.13
H 1.01 -2.82 0.55
H 0.42 -3.01 -1.06
H 0.83 -0.81 -1.62
H 1.85 -0.84 -0.11
H -0.45 3.36 0.84
H 0.86 2.53 1.68

***

Quick one: most stable of them? A)

***

A) # C21H16BBrCaN4O9S

A molecular structure, C21H16BBrCaN4O9S (ωB97M-V/def2-TZVPD, OMol25).

Summary:
E_HOMO ... -2.42 eV
Charge ... -2

Geometry (Å):
Ca 0.50 0.01 1.35
O 6.75 -0.61 -0.51
C 5.45 -0.46 -0.10
C 5.12 -0.39 1.25
C 3.78 -0.24 1.58
N 2.84 -0.16 0.65
C 3.16 -0.24 -0.64
C 4.46 -0.39 -1.07
C 1.97 -0.16 -1.60
O 2.18 -0.30 -2.81
O 0.85 0.02 -1.03
C 3.29 -0.17 3.04
O 4.16 -0.28 3.91
O 2.04 -0.03 3.17
H 7.30 -0.65 0.28
H 5.85 -0.45 2.05
H 4.68 -0.45 -2.13
O -0.48 3.72 2.09
B -0.63 2.55 1.25
O -1.47 3.02 0.16
C -1.77 4.32 0.36
C -2.55 5.17 -0.41
C -2.69 6.48 0.04
C -2.09 6.91 1.22
C -1.31 6.05 1.99
C -1.17 4.75 1.54
H -3.02 4.82 -1.32
H -3.29 7.18 -0.53
H -2.22 7.94 1.54
H -0.83 6.37 2.91
C -1.15 -1.68 -2.79
N -2.29 -0.89 -3.19
C -2.58 0.34 -2.71
N -1.65 0.94 -1.97
S -4.08 1.06 -3.07
H -1.23 -2.66 -3.25
H -1.11 -1.80 -1.70
H -0.21 -1.22 -3.10
H -3.07 -1.33 -3.66
H -0.73 0.54 -1.76
H -1.87 1.81 -1.54
Br -4.90 -5.66 0.66
C -3.02 -5.37 0.68
C -2.18 -6.44 0.45
N -0.85 -6.31 0.45
C -0.35 -5.10 0.68
C -1.13 -3.97 0.92
C -2.51 -4.11 0.91
C -0.48 -2.62 1.18
O 0.76 -2.55 1.15
O -1.27 -1.66 1.39
H -2.58 -7.43 0.27
H 0.73 -5.00 0.68
H -3.12 -3.24 1.09

***

B) # C21H16BBrCaN4O9S

A molecular structure, C21H16BBrCaN4O9S (ωB97M-V/def2-TZVPD, OMol25).

Summary:
E_HOMO ... 0.26 eV
Charge ... -2

Geometry (Å):
Ca -0.83 -0.90 -0.19
O -3.29 4.45 2.37
C -2.77 3.22 2.03
C -1.66 2.73 2.61
C -1.12 1.42 2.18
N -1.80 0.71 1.15
C -2.91 1.28 0.64
C -3.46 2.49 1.02
C -3.60 0.51 -0.50
O -4.66 0.93 -0.95
O -2.96 -0.52 -0.93
C -0.01 1.09 2.82
O 0.93 1.04 3.54
O 0.54 -1.08 1.60
H -2.66 4.86 2.98
H -1.13 3.29 3.38
H -4.34 2.86 0.54
O 1.96 -3.02 1.14
B 1.37 -1.98 1.97
O 1.90 -2.20 3.31
C 2.72 -3.26 3.25
C 3.45 -3.85 4.26
C 4.23 -4.96 3.93
C 4.26 -5.46 2.64
C 3.52 -4.86 1.61
C 2.76 -3.77 1.94
H 3.41 -3.45 5.26
H 4.82 -5.45 4.70
H 4.87 -6.33 2.41
H 3.53 -5.24 0.60
C 0.51 -1.45 -4.93
N 0.30 -2.40 -3.85
C -0.74 -2.34 -2.99
N -1.68 -1.43 -3.22
S -0.77 -3.43 -1.67
H 1.35 -1.80 -5.53
H 0.71 -0.45 -4.55
H -0.38 -1.41 -5.56
H 1.05 -2.99 -3.54
H -1.40 -0.54 -3.65
H -2.42 -1.31 -2.51
Br 0.79 4.97 1.45
C 0.07 4.41 -0.21
C -0.46 5.38 -1.06
N -0.92 5.09 -2.27
C -0.86 3.82 -2.66
C -0.35 2.79 -1.88
C 0.11 3.09 -0.60
C -0.27 1.39 -2.45
O -0.71 1.21 -3.60
O 0.26 0.51 -1.71
H -0.49 6.41 -0.73
H -1.23 3.59 -3.65
H 0.49 2.32 0.06

***

Quick one: most stable of them? A)